C43H52N4S2SiZn as an isolated structure. Source: OMol25; level of theory: ωB97M-V with the def2-TZVPD basis set.

As for the energy: -4754.0786 Ha. As for the energy above the lowest of the compared OMol25 structures with the same formula, charge and spin: 6.2 kcal per mole. The HOMO energy comes out at -7.32 eV.

Geometry as ORCA input:
```
! wB97M-V def2-TZVPD RIJCOSX def2/J DEFGRID3
* xyz 0 1
Zn 13.6772 14.8285 8.7018
S 17.0524 17.9554 6.6798
S 11.5291 15.9126 8.2164
Si 9.5390 18.2840 9.8841
N 15.4049 14.0634 10.4726
N 13.0868 12.7269 9.5100
N 12.9769 15.9518 10.3446
N 15.4637 17.0869 8.5404
C 15.0624 19.1962 9.7914
C 14.7147 21.4231 10.9942
C 16.5199 12.6644 6.2467
C 13.3771 16.2838 11.5683
C 13.8314 20.6190 11.8978
C 11.8397 8.9427 11.2181
C 12.3498 10.2609 10.5614
C 11.5582 17.7253 11.7995
C 9.0675 19.3920 11.3264
C 15.8003 22.0308 11.8849
C 16.5755 14.6449 10.5742
C 15.1665 14.3530 7.4172
C 18.8322 10.4171 11.1673
C 16.1250 16.6642 7.5253
C 16.8125 20.4337 7.9356
C 11.8648 16.4993 9.8475
C 10.1840 19.3029 8.4440
C 15.4098 20.5251 9.9085
C 16.4381 11.9422 10.5000
C 16.2022 15.2667 7.0287
C 16.2945 21.1052 9.0018
C 19.1051 11.2882 8.8115
C 13.8949 22.4940 10.2918
C 8.1282 17.1663 9.5704
C 16.5600 19.0602 7.8859
C 11.0827 17.4202 10.5252
C 10.4919 9.2428 11.8040
C 17.3427 14.8693 6.2983
C 17.7346 12.5061 10.4623
C 17.5383 13.5655 5.9714
C 15.7122 18.4486 8.7869
C 12.7204 17.1636 12.3522
C 15.3706 13.0642 6.8960
C 11.5431 10.9291 9.6666
C 11.9107 12.1878 9.2714
C 11.8428 7.7988 10.2412
C 13.5972 10.8291 10.8330
C 12.7925 8.6394 12.4304
C 18.9813 11.6557 10.3089
C 20.1918 12.4486 10.7244
C 17.7800 13.9072 10.4876
C 15.2996 12.7277 10.4843
C 13.9768 12.0792 10.2716
H 16.2366 21.1998 12.4602
H 16.6581 11.6243 5.9429
H 14.2864 15.7913 11.8620
H 18.1307 15.6424 6.0990
H 19.7660 9.8217 11.1817
H 15.3534 22.7473 12.5677
H 9.7150 9.2749 11.0335
H 21.1104 11.8616 10.6513
H 16.5577 22.1376 9.1192
H 7.3014 17.7885 9.2195
H 12.9895 17.2630 13.3779
H 16.6618 15.7285 10.7004
H 18.6911 14.4851 10.4043
H 16.3025 10.8579 10.4373
H 13.7725 8.3341 12.1740
H 9.8551 20.0573 11.6948
H 8.3840 16.4566 8.7852
H 14.2855 19.7417 12.3713
H 13.5507 21.3288 12.6627
H 9.3809 19.8651 7.9299
H 11.1420 8.0099 9.4116
H 16.5535 22.4450 11.2428
H 14.5521 12.3379 7.0682
H 20.1000 12.7798 11.7629
H 12.3516 7.7729 12.9245
H 12.7942 9.4907 13.1324
H 11.2263 12.7690 8.6759
H 18.4335 13.2066 5.5258
H 7.8927 16.6060 10.4965
H 10.5410 10.5404 9.4627
H 10.9849 18.3870 12.4251
H 10.6620 18.7024 7.7012
H 20.3553 13.3257 10.1419
H 12.9352 20.1981 11.4766
H 10.5169 10.2200 12.3625
H 10.9138 20.0426 8.7778
H 8.1824 20.0361 11.1653
H 11.3858 6.9132 10.6881
H 19.0946 12.2268 8.1935
H 18.3079 10.6359 8.5139
H 13.4409 23.1004 11.0757
H 10.2574 8.4449 12.5379
H 14.2883 10.3902 11.5620
H 18.0345 9.7833 10.7741
H 18.6372 10.6862 12.2623
H 12.8603 7.6257 9.8734
H 20.0853 10.8142 8.6413
H 13.0921 22.0014 9.7270
H 14.5007 23.0564 9.5797
H 14.3195 18.7050 10.4961
H 17.4131 20.9911 7.2156
H 8.7804 18.6690 12.0620
*
```